# 1
The following is a DFT calculation (ωB97M-V/def2-TZVPD) of 11 unconnected molecules or ions with the total composition C32H54Br4O23.

```
113
Properties=species:S:1:pos:R:3:forces:R:3:mulliken_charge:R:1
C -12.819976 38.282723 -9.665065 -0.71 -0.24 -0.77 -1.22
C -13.976819 37.956445 -8.740211 0.64 -0.92 0.84 0.43
C -13.808637 37.037024 -7.532185 0.23 -0.83 0.52 -0.42
O -14.185636 37.781781 -6.355426 0.06 0.50 -0.91 -0.40
C -14.374931 39.074126 -6.719584 0.52 0.14 1.98 0.54
O -14.537669 39.941791 -5.866722 0.11 -1.93 -3.23 -0.56
O -14.225206 39.140078 -8.080230 -1.64 3.87 1.63 -0.18
H -13.309092 38.910612 -10.409777 0.23 0.04 -0.35 0.37
H -12.453148 37.397505 -10.184601 0.25 0.06 0.12 0.40
H -12.039737 38.915727 -9.242411 0.04 -0.51 0.44 0.14
H -14.834956 37.599835 -9.309901 -0.16 0.39 -0.18 0.21
H -12.758721 36.768202 -7.415927 -0.16 -0.52 0.09 0.26
H -14.527354 36.217839 -7.554032 0.62 -0.36 -0.18 0.31
C -6.249640 42.329363 -8.129159 0.12 -0.53 -0.15 -1.18
C -5.440195 42.975868 -6.976053 -1.26 -2.18 -2.22 0.32
C -4.648698 44.213042 -7.335976 -0.53 -0.22 1.88 -0.46
O -5.559665 45.211696 -6.799988 1.47 1.71 -1.60 -0.35
C -6.578393 44.720754 -6.157038 1.02 -3.17 -0.16 0.45
O -7.476199 45.299712 -5.688479 -1.81 1.64 0.99 -0.48
O -6.460768 43.347232 -6.091742 -0.13 1.87 1.13 -0.29
H -7.063173 41.814099 -7.618508 0.48 -0.84 -0.02 0.12
H -5.610867 41.685373 -8.733602 -0.17 -0.34 0.11 0.48
H -6.860587 42.888207 -8.838053 0.60 1.15 0.11 0.28
H -4.892005 42.153098 -6.517107 0.35 0.33 0.06 0.40
H -4.427529 44.332000 -8.396648 -0.29 0.27 0.21 0.31
H -3.753965 44.237323 -6.713922 0.18 0.36 -0.32 0.29
C -9.497589 49.852017 -5.208071 0.38 0.78 0.82 -1.61
C -8.530169 48.896018 -5.895034 -0.76 1.19 -0.53 1.25
C -8.652691 48.957841 -7.432244 0.18 -0.87 -0.24 -0.23
O -7.308495 49.240478 -7.913603 -0.70 -0.03 1.01 -0.38
C -6.526322 49.509628 -6.817609 1.82 0.59 -1.37 0.59
O -5.370326 49.857758 -6.867812 -1.62 -0.56 -0.16 -0.57
O -7.204340 49.369493 -5.700484 -0.22 -0.30 1.42 -0.47
H -9.591087 50.830479 -5.679197 -0.32 -0.30 -0.89 0.43
H -9.085154 50.235674 -4.274906 0.20 -0.78 0.48 0.38
H -10.469642 49.418744 -4.972517 -0.01 -0.02 -0.27 0.31
H -8.658986 47.895140 -5.483044 0.45 -0.05 -0.12 -0.09
H -9.377897 49.691315 -7.784654 0.37 0.36 0.07 0.33
H -8.994393 47.998301 -7.820343 0.32 -0.10 -0.20 0.16
C -14.780503 42.694633 -8.726400 -0.11 0.11 -0.60 -1.40
C -14.673056 44.222576 -8.847552 -1.61 -1.48 2.56 1.86
C -13.772802 44.767040 -9.850137 0.55 -0.33 -2.26 -0.18
O -14.693344 45.174234 -10.917254 2.75 0.58 -0.42 -0.38
C -15.882754 45.343996 -10.419922 -3.91 0.57 -0.89 0.64
O -16.850150 45.836967 -10.988215 2.31 -0.94 1.22 -0.61
O -15.950185 44.776162 -9.207937 -0.24 0.21 1.02 -0.47
H -15.433426 42.288958 -7.953603 -0.10 0.65 0.28 0.32
H -13.801545 42.260644 -8.522940 0.12 -0.01 -0.23 0.08
H -15.195577 42.315574 -9.660277 0.30 -0.18 -0.23 0.49
H -14.405840 44.599787 -7.860434 -0.29 0.13 -0.06 -0.92
H -13.151968 43.993376 -10.301910 0.27 0.22 0.08 0.23
H -13.161053 45.567795 -9.434607 -0.10 0.38 -0.62 0.22
C -11.219644 41.461970 -2.802051 1.49 0.46 0.40 -1.45
C -9.749994 41.990809 -3.083084 -3.68 -0.63 -0.15 1.61
C -9.309398 43.193155 -2.331923 -1.73 -0.27 -0.91 0.10
O -7.942665 42.923415 -2.164327 2.11 -0.81 1.12 -0.38
C -7.661392 41.545834 -2.348155 2.16 -0.73 -0.08 0.50
O -6.585134 40.915824 -2.273976 -3.87 3.24 0.13 -0.59
O -8.816754 40.980498 -2.687940 -0.20 -0.31 -1.24 -0.45
H -11.385325 41.330474 -1.732764 0.11 -0.22 0.07 0.47
H -11.339429 40.520883 -3.338794 -0.14 0.14 0.23 0.31
H -11.964964 42.178266 -3.147754 0.17 -0.01 -0.22 0.17
H -9.892282 42.349931 -4.102339 1.42 -1.26 -0.91 -0.71
H -10.087528 43.259260 -1.571502 1.35 0.21 1.78 0.25
H -9.533418 44.079836 -2.924982 0.91 0.11 -0.05 0.06
C -14.997895 49.230784 -7.967407 -0.61 -0.95 0.49 -0.91
C -16.414402 48.609307 -8.252344 2.76 -0.86 -0.27 0.50
C -17.652517 49.264793 -7.701140 1.77 -0.84 0.53 0.33
O -18.091402 49.916716 -8.824028 -1.44 1.45 -1.90 -0.37
C -17.531730 49.388566 -9.989188 -5.09 2.28 -4.61 0.62
O -18.009678 49.573613 -11.145335 1.93 -0.19 4.83 -0.62
O -16.550513 48.652781 -9.711668 2.22 -2.05 1.81 -0.32
H -14.658092 49.973404 -8.689312 -0.36 0.08 0.14 0.37
H -14.294717 48.398147 -7.986621 0.18 -0.02 -0.39 0.11
H -14.907636 49.577883 -6.938092 -0.29 0.44 -0.01 0.16
H -16.350687 47.563408 -7.952124 -0.14 -0.09 -0.26 0.05
H -17.276442 49.878283 -6.882423 -0.67 0.66 -0.20 -0.28
H -18.353261 48.537580 -7.290997 -0.29 0.05 -0.27 0.32
C -10.627395 45.691359 -5.975118 0.31 -0.21 -1.22 -0.70
C -11.822855 45.357106 -5.149828 0.39 -0.11 0.35 0.86
C -13.152313 45.807034 -5.758995 1.12 0.87 -0.44 1.06
O -13.984247 44.695456 -5.690448 -0.82 -1.73 0.20 -0.57
C -13.231133 43.553190 -5.500020 0.07 -0.45 1.66 0.12
O -13.591797 42.408273 -5.460714 -0.07 1.87 -0.76 -0.32
O -11.985933 43.906561 -5.154332 0.57 0.81 0.04 0.94
H -10.843307 45.212495 -6.930187 0.29 0.39 -0.49 0.01
H -9.640271 45.323546 -5.695078 -0.35 -0.27 0.68 0.05
H -10.480607 46.764120 -6.100539 -0.40 0.12 -0.11 -0.02
H -11.638673 45.755716 -4.152190 -0.49 -0.63 0.31 -0.36
H -13.010428 46.051055 -6.811810 0.10 0.16 -0.22 -0.03
H -13.559874 46.698320 -5.281923 -0.29 -0.36 0.21 -0.61
Br -10.831325 40.242819 -5.995755 0.45 0.72 -0.91 -0.14
C -9.824800 41.498801 -7.213760 -1.41 0.07 -0.16 -0.51
C -10.851022 42.237778 -8.126557 0.65 -1.58 0.64 0.48
Br -9.947633 43.611256 -9.177335 -0.24 -0.11 0.25 -0.19
H -9.190051 40.800658 -7.759467 0.20 0.58 0.08 0.50
H -9.335541 42.256189 -6.601307 0.32 -0.51 0.11 0.08
H -11.651774 42.615030 -7.490499 0.16 0.40 -0.32 -0.69
H -11.251937 41.519206 -8.841416 -0.14 0.25 0.01 0.43
Br -13.359972 48.287577 -1.756526 0.25 0.14 -0.37 -0.12
C -14.775750 48.565201 -3.067686 -1.73 0.24 1.11 -0.10
C -15.159492 50.034238 -3.088812 1.13 0.96 -0.66 -0.70
Br -16.641581 50.525872 -4.287363 0.38 -0.52 0.34 -0.13
H -15.610370 48.081008 -2.560659 0.07 -0.58 -0.59 0.39
H -14.546105 48.123839 -4.037510 0.08 0.20 0.29 -0.01
H -14.300788 50.589016 -3.466915 -0.16 0.20 -0.07 0.36
H -15.415456 50.491325 -2.132967 -0.03 -0.60 0.04 0.42
O -11.251794 45.372632 -1.861957 -0.04 -0.17 -0.22 -0.44
H -10.684911 45.751652 -1.190219 0.23 0.07 0.24 0.30
H -11.936039 46.028329 -1.996465 -0.35 0.25 0.09 0.04
O -16.362964 42.082683 -5.453583 -0.92 0.37 0.02 -0.72
H -15.685217 42.756133 -5.511686 0.15 -0.12 0.03 0.26
H -15.888425 41.283868 -5.223496 0.35 -0.20 -0.11 0.41
```
Forces are in eV/Å.

Properties
Structure (SMILES): C[C@H]1COC(=O)O1.C[C@H]1COC(=O)O1.C[C@H]1COC(=O)O1.C[C@H]1COC(=O)O1.C[C@H]1COC(=O)O1.C[C@H]1COC(=O)O1.C[C@H]1COC(=O)O1.BrCCBr.BrCCBr.O.O
Spin multiplicity: 1
Kohn-Sham gap: 0.362 Ha
HOMO: -10.28 eV

# 2
The following is a DFT calculation (ωB97M-V/def2-TZVPD) of a molecular structure, C32H55AsFeN7O2Si2.

```
100
Properties=species:S:1:pos:R:3:forces:R:3:lowdin_spin:R:1
Fe 0.639958 -0.383873 -0.236057 -0.84 0.08 0.02 3.64
C -0.981560 4.339318 1.165269 0.23 -0.07 -0.10 0.00
N 0.040363 4.078422 0.144792 -0.22 0.08 0.04 0.00
C 1.076796 5.100865 -0.035752 -0.09 -0.19 0.08 0.00
C 2.213415 4.333769 -0.698908 -0.03 -0.11 0.07 0.00
N 1.911410 2.958295 -0.332684 0.05 -0.10 -0.08 0.00
C 2.679796 1.881882 -0.918397 -0.12 0.20 -0.21 0.01
C 0.574706 2.826161 -0.069409 0.17 0.13 0.20 0.01
N -0.024265 1.682353 -0.060791 -0.19 -0.21 -0.24 0.04
C -1.481307 1.598726 0.061496 0.20 0.28 0.01 0.00
C -1.956579 0.492861 -0.846317 -0.06 -0.33 -0.11 0.00
N -1.478797 -0.785844 -0.331315 0.16 -0.05 -0.37 0.04
C -2.230089 -1.820005 -0.129294 -0.07 0.03 0.31 0.01
N -1.707270 -3.052275 0.155228 0.21 -0.09 -0.25 0.00
C -0.357667 -3.409130 -0.261865 -0.25 -0.07 -0.01 0.01
C -2.752219 -4.066720 0.114317 0.13 0.12 0.03 0.00
C -3.987433 -3.240725 0.398810 0.02 0.18 0.02 0.00
N -3.605224 -1.916754 -0.104155 -0.20 0.10 -0.12 0.00
C -4.501340 -0.813223 0.228804 0.10 -0.17 0.14 0.00
H -0.683378 5.221725 1.727836 0.03 0.04 0.05 0.00
H -1.056293 3.510137 1.866191 0.02 -0.05 0.00 0.00
H -1.963660 4.533846 0.739877 -0.03 0.01 -0.09 0.00
H 1.385732 5.504479 0.930676 0.00 -0.03 0.09 0.00
H 0.711380 5.920225 -0.648049 -0.02 0.09 -0.05 0.00
H 3.187807 4.626094 -0.316906 0.09 0.04 -0.01 0.00
H 2.214474 4.465164 -1.786311 -0.04 -0.03 -0.05 0.00
H 3.718243 2.197896 -0.996484 0.03 0.01 0.01 0.00
H 2.317296 1.615508 -1.923033 0.06 0.10 0.18 0.00
H 2.656756 1.007763 -0.270466 0.04 -0.05 0.11 0.01
H -1.998896 2.519267 -0.207922 0.13 0.13 -0.06 0.00
H -1.748479 1.338512 1.084644 -0.12 0.06 0.13 0.00
H -1.474205 0.646631 -1.815674 -0.07 0.01 -0.17 0.00
H -3.025723 0.574025 -1.008750 -0.11 -0.13 0.05 0.00
H 0.378974 -3.025547 0.439198 0.07 0.08 0.11 0.00
H -0.136649 -3.023553 -1.258987 -0.01 0.02 -0.10 0.00
H -0.283174 -4.495241 -0.277690 0.00 -0.03 0.02 0.00
H -2.584087 -4.836298 0.863649 0.03 -0.04 0.04 0.00
H -2.800453 -4.538739 -0.871061 0.01 -0.02 -0.11 0.00
H -4.184327 -3.195499 1.474253 -0.01 0.04 0.04 0.00
H -4.878423 -3.606586 -0.104381 -0.04 -0.03 -0.05 0.00
H -5.403170 -1.238761 0.664940 0.01 0.00 0.03 0.00
H -4.804176 -0.241703 -0.645101 0.00 -0.01 -0.07 0.00
H -4.060311 -0.137224 0.964862 0.03 0.00 0.01 0.00
C 2.046241 -3.925925 2.987766 -0.17 -0.49 0.14 0.00
Si 2.904035 -2.336813 2.557389 -0.19 0.20 -0.20 0.02
C 4.037952 -2.663116 1.108577 0.22 -0.16 -0.33 0.00
C 3.998018 -1.839118 3.963663 0.32 0.12 0.40 0.00
As 1.451713 -0.625489 2.000220 0.74 0.10 0.42 0.07
Si -0.074187 -0.704763 3.731782 -0.03 0.01 -0.49 0.02
C 0.754679 -1.071654 5.339327 0.32 -0.12 0.47 0.00
C -1.402910 -1.968114 3.425351 -0.43 -0.33 -0.02 0.00
C -0.895180 0.955684 3.900578 -0.22 0.43 0.01 0.00
H 2.775768 -4.664094 3.349463 -0.15 0.07 -0.06 0.00
H 1.539092 -4.347615 2.111865 0.04 0.02 0.14 0.00
H 1.297572 -3.780527 3.774063 0.09 -0.06 -0.09 0.00
H 4.975299 -3.107796 1.467599 -0.14 0.04 -0.10 0.00
H 4.283359 -1.732662 0.586506 0.07 -0.09 0.09 0.00
H 3.590758 -3.363074 0.389310 0.08 0.13 0.09 0.00
H 4.757942 -2.615631 4.127566 -0.09 0.14 0.01 0.00
H 3.450537 -1.697902 4.898884 0.08 -0.01 -0.09 0.00
H 4.508122 -0.899980 3.725108 -0.02 -0.10 0.07 0.00
H 1.089255 -2.111829 5.411305 -0.03 0.13 0.04 0.00
H 0.039096 -0.884644 6.149392 0.11 -0.07 -0.04 0.00
H 1.622778 -0.422818 5.492569 -0.12 -0.06 0.04 0.00
H -0.965118 -2.936533 3.158557 -0.10 0.09 0.04 0.00
H -2.034486 -1.648233 2.585195 0.10 -0.08 0.16 0.00
H -2.039022 -2.104436 4.311808 0.07 0.02 -0.16 0.00
H -0.156611 1.762275 3.851322 -0.09 -0.05 0.04 0.00
H -1.418515 1.023043 4.862302 0.04 0.02 -0.12 0.00
H -1.636514 1.116383 3.109685 0.08 0.01 0.11 0.00
C 2.047927 -3.736296 -5.091342 -0.10 0.16 0.10 0.00
O 1.353591 -2.493426 -4.943858 0.26 -0.24 -0.16 0.00
C 0.030725 -2.534051 -4.711669 0.15 -0.22 0.14 0.00
C -0.690614 -3.706094 -4.503434 -0.15 -0.04 0.05 0.00
C -2.066777 -3.664631 -4.329302 0.05 -0.02 0.02 0.00
C -2.743736 -2.453294 -4.357112 0.02 -0.01 0.02 0.00
C -2.020152 -1.289733 -4.547207 -0.23 0.21 0.08 0.00
C -0.644898 -1.317660 -4.703316 0.03 0.67 0.21 0.00
N 0.011189 -0.073077 -4.988547 -0.69 -0.57 0.04 0.00
C 1.240350 0.349311 -4.811574 0.58 0.20 -0.03 0.00
C 2.267142 -0.062864 -3.954590 0.15 -0.01 -0.31 0.00
C 3.590510 0.265047 -4.390520 -0.26 0.10 -0.12 0.00
C 4.685071 -0.187256 -3.733101 0.17 -0.24 0.28 0.00
C 4.496013 -0.994891 -2.576558 0.21 0.13 -0.16 0.00
C 3.253956 -1.264780 -2.084772 -0.10 0.01 -0.10 0.01
C 2.086490 -0.764474 -2.720482 -0.14 0.03 0.06 0.01
O 0.931996 -0.856482 -2.158722 0.15 -0.03 -0.32 0.05
H 3.066796 -3.479049 -5.353577 0.07 0.06 -0.02 0.00
H 1.604447 -4.337757 -5.883694 -0.03 -0.01 -0.05 0.00
H 2.046364 -4.294989 -4.154686 -0.01 0.00 0.03 0.00
H -0.177695 -4.656444 -4.488849 -0.03 0.01 -0.02 0.00
H -2.610297 -4.592456 -4.193342 0.03 0.06 0.01 0.00
H -3.819204 -2.411930 -4.237476 0.08 -0.01 -0.02 0.00
H -2.531668 -0.331341 -4.586639 0.04 -0.08 0.06 0.00
H -0.565798 0.557321 -5.526575 0.00 -0.15 -0.21 0.00
H 1.496425 1.141435 -5.514772 -0.01 0.10 0.22 0.00
H 3.705057 0.859174 -5.294112 -0.03 -0.06 0.10 0.00
H 5.681177 0.044688 -4.087384 -0.05 -0.03 0.06 0.00
H 5.363123 -1.388950 -2.057939 -0.01 0.03 -0.01 0.00
H 3.116243 -1.845008 -1.183003 0.01 0.00 0.01 0.00
```
Forces are in eV/Å.

Properties
<S²>: 6.01
Spin multiplicity: 5
Charge: +1
Kohn-Sham gap (spin up / spin down): 0.196 / 0.200 Ha
HOMO (spin up / spin down): -8.58 / -8.75 eV

no.,calculated total energy (eV)
1,-361320.25948
2,-159580.88416